Entry 1:
{"formula": "C21H30BF5IO17S", "method": "ωB97M-V/def2-TZVPD", "elements": ["I", "S", "F", "F", "F", "F", "F", "O", "O", "O", "O", "O", "O", "O", "O", "O", "O", "O", "O", "O", "O", "O", "O", "O", "C", "C", "C", "C", "C", "C", "C", "C", "C", "C", "C", "C", "C", "C", "C", "C", "C", "C", "C", "C", "C", "B", "H", "H", "H", "H", "H", "H", "H", "H", "H", "H", "H", "H", "H", "H", "H", "H", "H", "H", "H", "H", "H", "H", "H", "H", "H", "H", "H", "H", "H", "H"], "coordinates": [[-0.172255, -4.767396, -4.536957], [-0.346684, -2.065675, -2.214944], [-4.185419, -3.507380, -2.409238], [-1.805314, -4.276767, -1.700331], [-2.892268, -2.769311, -3.980166], [-3.643472, -1.421797, -2.476612], [-2.315998, -2.508140, -0.549462], [-0.011047, 4.158572, -0.588380], [-5.567278, -5.235112, 1.129228], [0.936162, 4.699145, 4.746264], [1.934379, 2.040640, -2.600537], [1.705903, 2.079114, 2.898793], [0.332769, -2.148920, -0.933896], [2.738515, 2.114202, 4.898717], [1.148829, 5.869192, 0.217386], [0.722785, 5.746695, -1.995583], [3.202050, 0.213705, -2.977665], [-0.615469, 3.664258, 6.014517], [3.646849, 3.185146, 3.177536], [1.750957, 0.960100, -4.529669], [-0.673428, 3.434594, 3.811914], [-7.364579, -4.001177, 1.554365], [-7.537373, -6.247644, 1.549147], [-0.866239, -0.763562, -2.618073], [4.384483, 3.606786, 4.327892], [0.624554, 5.304662, -0.891794], [-1.849317, 2.994622, 5.724705], [2.592646, -3.960507, -2.092263], [-6.257881, -3.094586, 1.568330], [0.640848, 1.865050, -4.489255], [-1.968307, -2.955539, -1.786203], [2.614073, 2.419657, 3.586451], [1.075208, 2.849739, -3.416717], [2.229999, -2.956995, -3.209156], [-5.184603, -3.881825, 0.839562], [-3.179506, -2.648689, -2.696859], [-1.607963, 2.476687, 4.316660], [2.374113, 0.995270, -3.334017], [-6.882717, -5.262190, 1.419679], [-0.025618, 4.000351, 4.846747], [0.670168, 5.148012, 1.364200], [4.032349, 2.530855, 5.342065], [3.141297, -3.070858, -4.454411], [2.727760, -5.445939, -2.477535], [0.309990, 3.801051, 0.767195], [0.689027, -2.860597, -3.669460], [-2.659361, 3.724423, 5.767383], [4.025054, 4.591818, 4.628482], [2.974083, -5.591724, -3.533357], [1.788863, -5.985602, -2.308947], [0.263318, 3.238491, -2.812601], [1.856050, -3.879332, -1.286683], [3.966103, 2.891189, 6.364729], [3.493923, -5.936398, -1.863618], [-5.214496, -3.728601, -0.237870], [-0.243409, 1.298551, -4.207487], [3.802106, -3.942379, -4.412187], [2.409102, -1.956021, -2.785749], [-2.018319, 2.214270, 6.460925], [-6.534359, -2.167543, 1.073969], [2.569227, -3.124851, -5.388673], [0.501079, 2.317108, -5.468682], [-0.539692, 3.319011, 1.236129], [-0.196108, 5.673526, 1.770623], [1.657271, 3.680948, -3.818268], [-4.176446, -3.697770, 1.198631], [1.153332, 3.114614, 0.761113], [-1.131376, 1.495829, 4.304780], [5.441501, 3.655572, 4.082168], [-2.492320, 2.463561, 3.686235], [1.444016, 5.089194, 2.123036], [0.536174, -2.036796, -4.525235], [3.785079, -2.183476, -4.529903], [4.709717, 1.676726, 5.292486], [3.546969, -3.631980, -1.650418], [-5.990058, -2.889859, 2.606819]], "atomic_forces_ev_per_a": [[-0.1, 0.0, 0.0], [-0.3, 0.1, 0.3], [0.0, 0.0, 0.0], [0.0, -0.3, 0.1], [0.0, -0.1, -0.2], [-0.1, 0.2, 0.1], [-0.1, 0.0, 0.0], [-0.1, 0.0, 0.0], [0.0, 0.0, 0.0], [-0.1, 0.0, 0.0], [0.0, 0.1, 0.1], [0.1, -0.1, 0.1], [-0.1, 0.1, -0.1], [0.0, -0.1, 0.0], [0.0, 0.1, 0.0], [0.0, 0.1, 0.1], [-0.1, 0.4, -0.1], [0.0, 0.1, 0.0], [0.0, 0.0, 0.0], [0.0, 0.0, -0.1], [0.0, 0.2, 0.0], [0.0, 0.0, 0.0], [0.1, 0.1, 0.0], [0.2, 0.0, 0.0], [0.0, 0.1, 0.1], [0.1, -0.1, -0.1], [-0.1, -0.1, -0.1], [0.3, 0.0, 0.1], [0.1, 0.1, 0.0], [0.0, 0.0, 0.1], [0.0, 0.3, 0.0], [-0.2, 0.1, 0.0], [-0.1, -0.1, -0.1], [-0.4, 0.0, 0.1], [0.0, 0.1, 0.0], [0.1, 0.0, 0.1], [0.0, -0.1, 0.1], [0.1, -0.3, 0.1], [-0.1, -0.1, 0.0], [0.1, -0.1, 0.0], [0.0, -0.1, 0.1], [0.1, 0.0, 0.0], [0.2, 0.3, 0.0], [-0.3, -0.1, 0.1], [0.1, 0.0, 0.0], [0.5, 0.0, -0.4], [0.0, 0.0, 0.0], [0.0, 0.0, 0.0], [0.1, 0.0, 0.2], [0.1, 0.1, -0.1], [0.0, -0.1, 0.0], [0.2, 0.1, -0.1], [-0.1, 0.0, 0.0], [-0.1, 0.1, -0.1], [0.0, 0.0, 0.0], [-0.1, -0.1, 0.1], [-0.1, 0.1, 0.0], [0.1, -0.3, 0.0], [0.1, 0.0, 0.0], [-0.1, 0.0, 0.0], [0.1, -0.1, 0.2], [0.1, 0.0, 0.0], [-0.1, 0.0, -0.1], [0.0, 0.0, 0.0], [0.0, 0.0, 0.0], [0.0, -0.1, 0.0], [0.0, 0.0, 0.0], [0.0, 0.0, 0.0], [0.0, -0.1, -0.1], [0.0, 0.1, 0.0], [0.1, 0.0, -0.1], [-0.2, 0.0, 0.0], [-0.1, -0.2, 0.0], [0.0, 0.0, 0.0], [-0.1, 0.0, -0.1], [0.0, 0.0, 0.0]], "total_charge": -1, "largest_force_ev_per_a": 0.623, "e_homo_ev": -5.36, "total_energy_ha": -3317.53147}

=====

Entry 2:
{"formula": "C21H30BN8O5PtS3", "method": "ωB97M-V/def2-TZVPD", "elements": ["Pt", "S", "S", "S", "O", "O", "O", "O", "O", "N", "N", "N", "N", "N", "N", "N", "N", "C", "C", "C", "C", "C", "C", "C", "C", "C", "C", "C", "C", "C", "C", "C", "C", "C", "C", "C", "C", "C", "B", "H", "H", "H", "H", "H", "H", "H", "H", "H", "H", "H", "H", "H", "H", "H", "H", "H", "H", "H", "H", "H", "H", "H", "H", "H", "H", "H", "H", "H", "H"], "coordinates": [[-0.980184, -0.458049, 0.337040], [-0.630245, -0.859975, 2.588470], [4.126710, 0.179753, -0.864219], [-1.259837, 2.016929, 0.240064], [3.077586, 0.561586, -4.660327], [2.760405, -0.110343, -0.422106], [-3.050838, -0.888377, 0.054364], [1.560476, 2.083022, -3.928560], [5.201051, -0.037059, 0.066960], [2.072389, 0.905183, -3.982111], [-3.454136, -2.174697, 0.088246], [-0.593565, 1.749945, 3.393965], [1.397060, 0.851813, 3.265101], [0.111027, -0.675377, -1.469397], [-3.958820, 2.202234, 0.376617], [-3.037265, 2.019655, 2.353255], [1.964528, -1.110768, -2.696165], [-4.122786, 2.268288, -1.077454], [0.072393, 0.626757, 3.104285], [-2.774053, 2.069927, 1.035169], [3.319300, -1.668920, -2.894539], [1.494868, 0.078935, -3.116160], [1.112679, -1.536227, -1.680701], [0.274603, 0.354532, -2.340188], [1.320136, -2.775518, -0.920524], [-4.388130, 2.118502, 2.517247], [4.471590, -0.824594, -2.317669], [2.482098, -0.113290, 3.040389], [-4.967252, 2.237006, 1.290800], [0.319206, 2.691445, 3.766274], [-3.993878, -4.168338, -1.042549], [-4.401450, -4.737460, 0.155343], [-4.321471, -3.987257, 1.318844], [-3.842753, -2.697496, 1.262101], [4.153805, 1.880514, -1.404645], [5.355356, 2.260442, -2.263013], [-3.519832, -2.876189, -1.053375], [1.564375, 2.141774, 3.679303], [-2.138297, 1.883994, 3.656604], [5.353882, 3.337494, -2.412703], [3.307443, -2.646102, -2.423721], [-2.505596, 0.886101, 4.231338], [1.487918, -3.626277, -1.584812], [2.145923, -1.105263, 3.323658], [-3.198531, -2.351006, -1.940758], [-3.651094, 3.163132, -1.473222], [-0.387795, 1.198978, -2.434271], [5.311467, 1.807113, -3.252653], [0.448133, -2.967868, -0.303604], [3.488842, -1.794345, -3.954504], [3.196494, 2.078431, -1.891226], [-3.759756, -2.036428, 2.112845], [2.534991, 2.562698, 3.887987], [4.175402, 2.383739, -0.433993], [-4.784891, -5.749962, 0.180739], [6.291852, 1.992313, -1.773856], [2.783989, -0.106205, 1.998122], [-4.049143, -4.716303, -1.973227], [-6.003280, 2.344636, 1.010109], [-4.844499, 2.109811, 3.495303], [4.845835, -0.138446, -3.073195], [-4.633646, -4.389703, 2.273248], [3.325650, 0.167859, 3.663313], [0.024006, 3.680932, 4.075259], [-5.184900, 2.294750, -1.300235], [5.281983, -1.469566, -1.983349], [2.195742, -2.664140, -0.273203], [-3.678992, 1.390452, -1.536853], [-2.294304, 2.880854, 4.310691]], "atomic_forces_ev_per_a": [[-0.1, 0.2, 0.6], [0.0, -0.1, -0.6], [0.1, 0.0, 0.0], [0.1, -0.4, 0.0], [-0.1, 0.0, 0.1], [0.3, 0.2, 0.3], [-0.1, 0.0, -0.1], [0.1, 0.0, 0.0], [-0.2, 0.0, -0.1], [0.3, 0.3, -0.3], [0.1, 0.0, 0.1], [-0.2, 0.0, 0.2], [0.0, -0.3, 0.0], [0.7, -0.2, -0.4], [0.1, 0.0, -0.2], [0.2, 0.0, -0.1], [-0.1, -0.4, 0.1], [0.0, 0.0, 0.2], [0.3, 0.3, -0.1], [-0.5, 0.1, 0.1], [0.0, 0.1, 0.3], [-0.7, 0.0, 0.4], [-0.2, 0.1, 0.3], [0.2, 0.0, -0.3], [0.1, -0.1, 0.0], [0.0, 0.0, 0.2], [-0.3, 0.1, 0.0], [-0.1, 0.1, 0.1], [0.0, 0.0, -0.1], [0.0, 0.2, -0.1], [0.0, 0.0, -0.1], [0.0, -0.1, 0.0], [0.0, 0.0, 0.1], [0.0, 0.1, 0.1], [0.1, -0.1, 0.0], [0.0, 0.0, 0.1], [0.0, 0.0, -0.2], [0.0, 0.0, -0.1], [0.0, -0.1, 0.2], [0.0, 0.1, 0.0], [0.0, 0.0, 0.0], [0.0, 0.1, -0.1], [0.0, 0.0, 0.0], [0.0, 0.0, 0.0], [0.0, 0.0, 0.0], [0.0, 0.0, 0.0], [0.1, -0.1, 0.0], [0.0, 0.0, 0.0], [-0.1, 0.0, 0.1], [0.0, 0.0, -0.2], [0.1, 0.0, 0.0], [0.0, 0.0, 0.0], [-0.1, -0.1, 0.0], [-0.1, 0.1, -0.1], [0.0, 0.1, 0.0], [0.0, 0.0, 0.0], [0.0, 0.0, -0.1], [0.0, 0.0, 0.0], [0.1, 0.0, 0.0], [0.1, 0.0, -0.1], [0.0, -0.1, -0.1], [0.0, 0.0, 0.0], [0.0, 0.0, 0.0], [0.0, -0.1, 0.0], [0.0, 0.0, 0.0], [0.0, -0.1, -0.1], [-0.1, 0.0, 0.0], [0.0, -0.1, 0.0], [0.0, -0.1, -0.1]], "total_charge": 2, "largest_force_ev_per_a": 0.831, "e_homo_ev": [-12.11, -14.36], "total_energy_ha": -2970.45659, "relative_energy_kj_mol": 25.7, "spin_multiplicity": 6}